Entry 1:
The following is a DFT calculation (ωB97M-V/def2-TZVPD) of C37H37AuCl3N4O4PS2 as an isolated structure in a non-equilibrium geometry.

```
89
Properties=species:S:1:pos:R:3:forces:R:3
Au -0.239 1.999 -1.321 -0.50 0.88 -0.07
N -2.339 2.790 -2.477 -0.48 0.17 -0.28
C -3.286 3.249 -1.452 0.00 0.13 -0.22
C -2.827 4.563 -0.831 0.25 -0.25 0.08
C -1.548 4.507 0.006 -0.27 0.04 -0.05
N -0.340 4.163 -0.786 0.09 -0.58 0.02
H -2.173 3.522 -3.159 -0.13 -0.05 -0.08
H -2.695 1.985 -2.980 -0.08 0.07 -0.05
H -3.353 2.477 -0.680 -0.04 0.00 0.01
H -4.285 3.401 -1.873 -0.05 -0.04 0.14
H -3.620 4.920 -0.173 -0.01 0.09 -0.04
H -2.708 5.309 -1.624 -0.05 0.05 0.03
H -1.640 3.764 0.800 0.00 0.04 0.01
H -1.413 5.486 0.474 0.08 -0.05 0.04
H 0.478 4.347 -0.221 0.09 0.20 0.06
H -0.284 4.773 -1.596 0.07 -0.12 -0.09
O 0.818 -1.496 0.724 0.01 -0.07 0.19
S 1.977 -0.868 0.134 0.10 1.30 -0.46
O 2.632 -1.588 -0.912 0.12 -0.18 0.05
O 1.593 0.575 -0.351 0.79 -1.51 0.37
C 3.102 -0.389 1.411 -0.23 -0.04 -0.11
C 3.909 -1.303 2.062 -0.01 -0.05 -0.02
C 4.739 -0.849 3.075 -0.05 -0.07 -0.06
C 4.746 0.498 3.415 0.03 0.06 0.04
C 3.932 1.404 2.753 -0.05 -0.10 0.01
C 3.092 0.960 1.734 -0.01 0.06 0.07
P 2.091 2.092 0.716 0.41 0.06 0.47
C 1.651 3.378 1.965 -0.11 -0.17 -0.37
C 1.676 4.755 1.726 0.12 -0.07 0.12
C 1.142 5.630 2.662 -0.02 0.06 -0.09
C 0.544 5.144 3.816 0.00 0.03 0.02
C 0.494 3.775 4.048 -0.04 -0.01 -0.01
C 1.030 2.897 3.123 0.06 0.05 -0.02
C 3.265 2.840 -0.441 -0.21 0.09 0.04
C 3.257 2.514 -1.795 -0.06 0.00 0.06
C 4.134 3.144 -2.663 -0.02 0.01 -0.04
C 5.006 4.114 -2.191 0.00 -0.01 -0.03
C 5.037 4.422 -0.838 0.02 0.00 0.06
C 4.178 3.781 0.040 0.05 -0.05 -0.08
H 3.887 -2.344 1.767 0.07 -0.01 0.04
H 5.380 -1.545 3.599 0.02 0.01 0.00
H 5.400 0.846 4.204 0.00 0.01 0.00
H 3.946 2.448 3.034 0.01 0.01 0.01
H 2.167 5.152 0.845 -0.03 0.02 0.00
H 1.208 6.696 2.489 -0.04 0.00 0.02
H 0.119 5.834 4.532 0.02 -0.01 0.03
H 0.032 3.396 4.950 0.00 -0.01 0.00
H 0.988 1.827 3.294 -0.04 0.01 0.07
H 2.570 1.760 -2.157 0.03 0.01 -0.05
H 4.135 2.877 -3.712 -0.01 0.03 -0.01
H 5.666 4.628 -2.876 0.03 -0.03 0.01
H 5.731 5.162 -0.463 0.01 -0.01 0.00
H 4.226 4.007 1.097 0.00 0.05 -0.01
Cl -5.271 -9.010 -1.446 -0.04 -0.10 0.01
C -4.462 -7.503 -1.302 0.11 0.24 0.04
C -5.145 -6.391 -0.818 -0.04 -0.05 -0.01
C -4.488 -5.178 -0.729 0.03 0.03 -0.03
C -3.156 -5.045 -1.107 0.17 0.01 0.05
C -2.484 -3.693 -1.071 -0.11 -0.09 -0.43
C -2.783 -2.906 -2.357 0.05 -0.22 0.49
N -1.819 -1.834 -2.491 -0.11 0.25 -0.21
C -0.673 -1.881 -3.244 0.19 0.06 -0.03
C 0.008 -0.734 -2.974 0.06 -0.14 -0.02
N -0.710 0.008 -2.072 0.11 0.16 0.15
C -1.804 -0.677 -1.802 0.08 0.03 0.09
O -2.932 -2.913 0.030 -0.07 -0.12 0.05
C -1.944 -2.731 1.032 -0.15 0.17 -0.02
C -1.337 -4.033 1.471 0.53 0.34 -0.23
C -2.033 -5.093 2.085 -0.40 -0.45 0.28
Cl -3.640 -5.086 2.532 0.40 0.02 -0.06
S -1.028 -6.474 2.399 0.04 0.11 -0.10
C 0.304 -5.642 1.727 -0.18 -0.53 0.25
C -0.006 -4.363 1.275 -0.35 0.38 -0.07
C -2.490 -6.178 -1.574 -0.31 0.08 0.18
Cl -0.825 -6.081 -2.048 0.16 -0.01 -0.05
C -3.130 -7.403 -1.674 0.03 -0.13 -0.03
H -6.183 -6.483 -0.529 0.00 -0.01 -0.01
H -5.007 -4.305 -0.353 -0.04 -0.02 -0.01
H -1.402 -3.828 -1.015 -0.02 0.04 -0.08
H -3.794 -2.504 -2.292 0.01 0.01 -0.09
H -2.712 -3.560 -3.223 0.02 0.06 -0.05
H -0.452 -2.700 -3.906 -0.01 -0.02 0.04
H 0.966 -0.415 -3.347 -0.02 0.02 -0.02
H -2.573 -0.389 -1.105 -0.04 -0.02 -0.05
H -2.453 -2.239 1.863 0.06 -0.04 0.05
H -1.139 -2.085 0.672 -0.11 -0.08 0.10
H 1.268 -6.131 1.693 0.01 0.03 -0.04
H 0.703 -3.679 0.823 0.00 -0.06 0.04
H -2.600 -8.268 -2.048 0.00 0.00 0.00
```
Positions in Å, forces in eV/Å.

## Properties
spin multiplicity	3
LUMO (alpha / beta)	-0.2106 / -0.3266	Ha
frontier orbital gap (alpha / beta)	5.754 / 3.357	eV
⟨S²⟩	2.025
net charge	+2

Entry 2:
The following is a DFT calculation (ωB97M-V/def2-TZVPD) of C37H37B2F4N5OPPd as an isolated structure.

```
88
Properties=species:S:1:pos:R:3:forces:R:3
Pd -0.019 0.843 0.189 -0.02 0.31 0.11
B 2.435 1.723 2.696 0.11 0.00 0.14
N 1.116 1.076 3.228 -0.13 -0.04 0.21
C 0.672 1.215 4.486 0.04 -0.05 0.00
C -0.528 0.535 4.612 0.06 0.09 0.06
C -0.741 0.005 3.341 -0.06 -0.16 0.02
N 0.252 0.334 2.520 -0.05 -0.03 -0.30
N 2.782 1.255 1.265 -0.02 0.07 -0.37
C 3.998 0.903 0.841 -0.05 0.01 0.14
C 4.026 0.922 -0.542 0.10 -0.04 -0.05
C 2.739 1.300 -0.898 -0.09 0.05 -0.01
N 1.996 1.507 0.190 -0.01 -0.11 0.13
H 3.355 1.377 3.406 -0.04 0.02 0.00
H 2.297 2.927 2.705 0.01 0.03 -0.02
H 1.252 1.770 5.206 0.00 0.00 0.00
H -1.142 0.429 5.490 0.01 0.01 0.01
H -1.550 -0.619 2.991 0.01 0.04 -0.01
H 4.764 0.666 1.558 0.01 0.00 0.01
H 4.849 0.668 -1.187 0.01 0.01 0.00
H 2.297 1.426 -1.874 -0.01 -0.02 -0.02
C 2.090 -3.295 -3.290 0.08 0.02 -0.02
C 0.717 -2.794 -2.864 -0.05 -0.07 -0.09
C -0.398 -3.449 -3.677 -0.03 0.04 0.04
C 0.668 -1.268 -2.923 0.04 0.00 0.19
C 0.722 -0.647 -4.333 0.13 -0.09 -0.05
O -0.404 0.252 -4.388 -0.19 0.06 0.02
C -1.089 0.037 -3.231 0.20 -0.07 0.15
N -0.596 -0.763 -2.386 -0.09 0.07 -0.20
C -2.363 0.729 -3.039 -0.07 0.00 0.01
C -2.965 1.354 -4.123 -0.02 0.01 -0.02
C -4.199 1.971 -3.988 0.01 -0.01 0.07
C -4.835 1.954 -2.759 0.04 0.00 -0.04
C -4.227 1.342 -1.668 0.00 -0.01 -0.01
C -2.984 0.726 -1.778 -0.06 -0.01 0.10
P -2.166 0.041 -0.274 -0.10 -0.05 -0.08
C -2.400 -1.759 -0.363 0.06 0.03 0.05
C -3.394 -2.357 -1.132 0.04 -0.01 -0.02
C -3.524 -3.738 -1.140 0.01 0.01 0.00
C -2.658 -4.524 -0.388 0.01 0.01 0.01
C -1.667 -3.929 0.379 -0.01 0.01 -0.01
C -1.541 -2.546 0.396 -0.01 0.00 0.03
C -3.355 0.489 1.057 0.02 0.01 0.03
C -4.221 -0.426 1.651 0.04 0.01 -0.04
C -5.025 -0.047 2.719 0.01 0.01 0.01
C -4.976 1.250 3.205 -0.02 -0.01 0.01
C -4.119 2.171 2.618 -0.02 0.01 -0.03
C -3.317 1.790 1.557 0.03 0.06 0.01
H 2.162 -4.374 -3.151 0.00 -0.01 -0.01
H 2.877 -2.836 -2.688 -0.04 -0.01 0.03
H 2.290 -3.078 -4.346 -0.03 0.00 -0.02
H 0.578 -3.057 -1.812 0.02 0.06 -0.05
H -0.305 -3.253 -4.751 0.03 0.00 0.02
H -1.380 -3.097 -3.353 0.02 -0.03 0.02
H -0.364 -4.532 -3.547 -0.03 -0.03 0.03
H 1.468 -0.890 -2.281 0.01 -0.02 -0.02
H 0.593 -1.389 -5.123 0.05 0.03 -0.01
H 1.626 -0.072 -4.528 0.00 0.02 0.03
H -2.452 1.348 -5.075 0.01 0.00 0.01
H -4.658 2.460 -4.838 0.00 -0.01 -0.01
H -5.802 2.423 -2.635 0.00 0.00 0.00
H -4.736 1.360 -0.716 0.00 0.00 0.01
H -4.054 -1.746 -1.736 -0.03 0.01 0.00
H -4.294 -4.202 -1.744 0.00 0.00 0.00
H -2.754 -5.603 -0.407 0.00 0.00 -0.01
H -0.967 -4.521 0.954 0.00 0.00 0.00
H -0.748 -2.097 0.981 0.00 -0.01 0.00
H -4.256 -1.446 1.294 -0.01 -0.02 -0.01
H -5.683 -0.775 3.178 0.00 -0.01 -0.01
H -5.599 1.541 4.042 0.01 0.00 0.01
H -4.065 3.185 2.996 0.01 0.00 0.00
H -2.643 2.516 1.117 0.04 0.00 -0.02
C -0.633 2.399 -0.694 0.13 0.03 -0.01
C -0.183 3.615 -0.029 -0.01 -0.01 -0.10
C -0.160 3.809 1.362 -0.01 -0.03 0.00
C 0.194 5.035 1.896 0.00 -0.02 -0.05
C 0.590 6.073 1.063 0.02 0.02 -0.01
C 0.601 5.893 -0.316 0.00 -0.04 0.05
C 0.182 4.691 -0.858 -0.06 -0.05 0.00
H -0.405 2.984 2.021 -0.02 -0.04 0.01
H 0.206 5.163 2.971 0.00 0.01 0.00
H 0.896 7.021 1.489 0.00 0.00 0.00
H 0.912 6.700 -0.968 0.00 0.01 0.01
H 0.131 4.554 -1.931 0.00 -0.01 0.00
F 1.334 -1.336 0.131 0.01 -0.05 0.03
B 1.957 -2.428 0.833 -0.09 -0.18 0.02
F 1.132 -2.817 1.903 0.00 0.09 -0.04
F 2.062 -3.502 -0.074 0.05 0.01 -0.03
F 3.211 -2.044 1.285 0.04 0.05 -0.01
```
Positions in Å, forces in eV/Å.

## Properties
LUMO (alpha / beta)	0.0766 / 0.0759	Ha
frontier orbital gap (alpha / beta)	6.491 / 6.577	eV
net charge	-1

Calculated energy relative to the best compared isomer or geometry (same formula, charge and spin), 103.2, 19.5 kJ/mol (same order as the records).